Entry 1:
C2H8O2P2S | the ωB97M-V functional and the def2-TZVPD basis

LUMO level (spin up / spin down) in eV: -0.0824 / -4.4240
HOMO (spin up / spin down) in eV: -4.14 / -7.93
<S²>: 2.0084

The geometry in ORCA input format:
```
! RIJCOSX wB97M-V def2-TZVPD def2/J DEFGRID3
* xyz 0 3
C -0.754 -3.423 -0.036
C -0.742 -2.230 0.452
O -0.999 1.084 -1.274
O 1.348 0.203 -1.479
P -0.385 3.253 1.284
P 1.068 2.850 -0.301
S 0.199 0.823 -0.470
H -1.415 -3.913 -0.752
H 0.027 -4.127 0.065
H 2.198 -0.137 -1.117
H -1.511 -1.569 0.219
H 0.026 -1.805 1.062
H 0.665 3.731 1.991
H -0.046 1.895 1.722
H 0.320 3.366 -1.366
*
```

Entry 2:
C5H6F2 | the ωB97M-V functional and the def2-TZVPD basis

LUMO level in eV: 1.0534
SMILES: FC(F)=CC1CC1
HOMO in eV: -9.05

The geometry in ORCA input format:
```
! RIJCOSX wB97M-V def2-TZVPD def2/J DEFGRID3
* xyz 0 1
C -1.052 -0.442 -0.211
C -0.202 0.293 -0.940
C 1.144 0.708 -0.542
C 1.493 1.276 0.824
C 1.990 -0.117 0.383
H -0.579 0.579 -1.889
H 1.700 1.156 -1.313
H 0.770 1.428 1.681
H 2.301 2.045 0.701
H 3.067 -0.228 0.156
H 1.455 -0.940 0.937
F -0.961 -0.860 1.045
F -2.257 -0.734 -0.752
*
```

Entry 3:
C4H5FO | the ωB97M-V functional and the def2-TZVPD basis

LUMO level in eV: 0.8898
SMILES: C=C(F)CC=O
HOMO in eV: -9.91

The geometry in ORCA input format:
```
! RIJCOSX wB97M-V def2-TZVPD def2/J DEFGRID3
* xyz 0 1
C 0.705 0.263 -0.056
C 1.947 -0.162 -0.015
C -0.579 -0.530 -0.174
C -1.732 0.271 0.298
H 2.711 0.595 -0.260
H 2.207 -1.194 0.220
H -0.497 -1.440 0.344
H -0.753 -0.586 -1.275
H -1.698 0.787 1.312
O -2.781 0.378 -0.265
F 0.470 1.618 -0.129
*
```

Entry 4:
C34H54N3O2P2Re | the ωB97M-V functional and the def2-TZVPD basis

LUMO level (spin up / spin down) in eV: -8.3172 / -10.7634
HOMO (spin up / spin down) in eV: -16.23 / -16.84
<S²>: 3.7982

The geometry in ORCA input format:
```
! RIJCOSX wB97M-V def2-TZVPD def2/J DEFGRID3
* xyz 3 4
C 1.949 -1.966 -1.288
C 2.076 0.253 -2.097
C 2.860 -2.389 -2.249
C 2.835 -0.208 -3.205
C 3.238 -1.524 -3.274
H 3.238 -3.401 -2.158
H 3.125 0.539 -3.940
H 3.863 -1.882 -4.092
N 1.502 -0.701 -1.256
P -0.137 -2.397 0.552
P 1.226 2.116 -0.224
C 1.515 -2.910 -0.186
H 1.485 -3.944 -0.566
H 2.263 -2.897 0.633
C 2.017 1.618 -1.757
H 2.549 2.324 -2.399
C -0.118 3.502 -0.394
C 2.881 2.967 0.340
C -1.332 -3.388 -0.575
C -0.065 -3.319 2.229
C -1.436 3.012 0.216
H -1.302 2.726 1.268
H -2.162 3.838 0.183
H -1.858 2.159 -0.324
C 0.222 4.781 0.385
H 0.298 4.582 1.460
H 1.131 5.285 0.047
H -0.610 5.489 0.251
C -0.322 3.789 -1.882
H -1.120 4.541 -1.983
H 0.574 4.193 -2.371
H -0.638 2.889 -2.424
C 2.765 3.316 1.825
H 2.512 2.429 2.420
H 3.741 3.686 2.169
H 2.027 4.094 2.032
C 4.058 1.993 0.182
H 3.937 1.096 0.792
H 4.204 1.694 -0.863
H 4.973 2.509 0.512
C 3.185 4.204 -0.545
H 2.462 4.398 -1.347
H 3.276 5.109 0.072
H 4.160 4.073 -1.040
C -1.487 -3.356 2.799
H -1.440 -3.685 3.846
H -1.949 -2.358 2.786
H -2.137 -4.061 2.270
C 0.813 -2.533 3.213
H 1.855 -2.447 2.883
H 0.405 -1.531 3.399
H 0.811 -3.070 4.173
C 0.537 -4.729 2.139
H 0.727 -5.076 3.165
H -0.131 -5.461 1.682
H 1.497 -4.744 1.609
C -1.071 -2.930 -2.018
H -1.830 -3.377 -2.674
H -1.161 -1.847 -2.111
H -0.082 -3.231 -2.380
C -2.796 -3.090 -0.210
H -3.016 -2.022 -0.243
H -3.431 -3.596 -0.953
H -3.076 -3.478 0.774
C -1.143 -4.912 -0.506
H -0.107 -5.240 -0.661
H -1.534 -5.341 0.426
H -1.746 -5.354 -1.315
Re 0.147 -0.096 0.445
C 1.728 -0.173 1.485
O 2.722 -0.264 2.129
N -2.048 -0.088 -0.661
C -2.705 -0.029 -1.658
C -2.939 0.291 -3.028
C -4.235 0.414 -3.565
C -1.806 0.551 -3.840
C -4.394 0.830 -4.888
H -5.092 0.207 -2.922
C -1.977 0.914 -5.177
H -0.801 0.495 -3.413
C -3.266 1.083 -5.688
H -5.395 0.968 -5.304
H -1.094 1.083 -5.807
H -3.404 1.424 -6.718
C 0.117 1.203 4.429
N -1.283 0.870 4.139
C -2.273 1.082 5.186
C -1.704 0.486 2.940
O -0.899 0.348 1.959
H 0.136 1.619 5.439
H 0.507 1.948 3.721
H 0.759 0.311 4.401
H -2.900 1.958 4.968
H -2.928 0.204 5.262
H -1.750 1.239 6.131
H -2.778 0.313 2.811
*
```

Entry 5:
C3H6ClP | the ωB97M-V functional and the def2-TZVPD basis

LUMO level in eV: 0.0583
SMILES: C=C[C@@H](P)Cl
HOMO in eV: -8.86

The geometry in ORCA input format:
```
! RIJCOSX wB97M-V def2-TZVPD def2/J DEFGRID3
* xyz 0 1
C -1.425 0.823 0.376
C -0.072 0.627 -0.468
C 1.149 0.348 0.394
P 1.743 -1.450 0.106
Cl 2.755 1.297 0.002
H -2.471 1.066 -0.033
H -1.263 0.673 1.359
H 0.101 0.692 -1.603
H 0.899 0.520 1.381
H 1.798 -1.536 -1.362
H 0.410 -1.856 -0.077
*
```

Entry 6:
C49H45BrCl2I2KN11O4P | the ωB97M-V functional and the def2-TZVPD basis

LUMO level in eV: 1.0940
HOMO in eV: -4.06

The geometry in ORCA input format:
```
! RIJCOSX wB97M-V def2-TZVPD def2/J DEFGRID3
* xyz -1 1
K 0.416 -0.187 -0.404
Cl 3.590 5.515 -3.399
C 3.290 3.837 -3.031
C 1.991 3.386 -2.963
C 1.664 2.059 -2.672
N 0.310 1.669 -2.752
C -0.555 2.246 -1.965
O -0.397 3.006 -0.963
C -1.988 1.870 -2.295
C -2.587 2.352 -3.456
C -3.914 2.059 -3.700
C -4.602 1.267 -2.791
C -3.916 0.806 -1.680
N -2.645 1.108 -1.417
C 2.713 1.146 -2.415
C 4.026 1.628 -2.518
C 4.323 2.939 -2.817
Cl 5.990 3.436 -2.902
N 2.451 -0.203 -2.108
C 3.190 -0.740 -1.144
O 4.066 -0.235 -0.414
C 2.887 -2.190 -0.831
C 3.494 -3.223 -1.549
C 3.296 -4.525 -1.141
C 2.494 -4.768 -0.033
C 1.904 -3.691 0.597
N 2.089 -2.424 0.214
H 1.182 4.082 -3.146
H -1.995 2.933 -4.151
H -4.402 2.426 -4.595
H -5.634 0.987 -2.950
H -4.412 0.146 -0.976
H 4.839 0.946 -2.320
H 4.103 -2.984 -2.410
H 3.754 -5.348 -1.677
H 2.311 -5.774 0.324
H 1.238 -3.832 1.443
O 7.287 2.931 2.284
C 6.157 3.573 1.882
O 6.217 4.716 1.528
C 4.902 2.782 2.001
C 4.715 1.883 3.049
C 3.538 1.165 3.159
C 2.539 1.307 2.197
C 2.720 2.231 1.167
C 3.885 2.963 1.070
N 1.332 0.587 2.208
C 1.296 -0.608 2.652
C 0.075 -1.428 2.683
C 0.029 -2.419 3.673
C -1.298 -2.781 4.073
C -2.330 -2.523 3.239
C -1.948 -2.132 1.841
N -0.919 -1.105 1.878
H 7.096 1.990 2.379
H 5.475 1.768 3.814
H 3.389 0.495 3.996
H 1.933 2.352 0.428
H 4.027 3.663 0.256
H 2.192 -1.103 3.043
H 0.895 -2.634 4.283
H -1.479 -3.169 5.071
H -3.367 -2.663 3.522
H -1.540 -3.016 1.308
C -3.581 3.413 3.414
N -3.285 4.014 2.041
C -2.213 5.092 2.218
N -1.065 4.577 2.862
C -1.425 4.001 4.151
N -2.409 2.928 4.043
C -1.855 1.742 3.351
P -1.287 2.055 1.605
C -2.832 2.956 1.073
C -0.344 3.612 2.006
H -4.304 2.611 3.259
H -4.028 4.219 4.003
H -4.132 4.459 1.690
H -2.679 5.878 2.819
H -1.971 5.460 1.221
H -1.840 4.791 4.784
H -0.526 3.606 4.622
H -2.593 0.937 3.358
H -0.999 1.370 3.915
H -3.654 2.251 0.941
H -2.606 3.430 0.116
H -0.076 4.083 1.060
H 0.583 3.330 2.509
I -4.559 -3.046 0.531
C -3.074 -1.565 1.002
H -2.703 -1.197 0.049
H -3.608 -0.773 1.524
N -3.656 -1.980 -3.282
C -2.604 -1.453 -4.006
C -2.814 -0.819 -5.234
C -1.732 -0.253 -5.875
C -0.477 -0.313 -5.290
C -0.360 -0.967 -4.076
N -1.393 -1.537 -3.450
H -4.458 -2.284 -3.805
H -3.390 -2.597 -2.528
H -3.812 -0.766 -5.651
H -1.873 0.248 -6.825
H 0.387 0.155 -5.737
H 0.599 -1.030 -3.572
Br 0.837 -6.744 -3.196
C 0.185 -6.775 -1.416
C 0.457 -7.903 -0.657
C 0.030 -7.970 0.659
C -0.677 -6.911 1.207
C -0.947 -5.789 0.441
C -0.511 -5.700 -0.878
I -0.863 -3.914 -1.926
H 1.010 -8.720 -1.101
H 0.253 -8.847 1.252
H -1.014 -6.950 2.234
H -1.497 -4.962 0.867
*
```

Entry 7:
C20H29N3O3 | the ωB97M-V functional and the def2-TZVPD basis

LUMO level in eV: 0.8534
SMILES: COc1ccc(C(=O)NC2CCN(CC(=O)N3CCCCC3)CC2)cc1
HOMO in eV: -8.12

The geometry in ORCA input format:
```
! RIJCOSX wB97M-V def2-TZVPD def2/J DEFGRID3
* xyz 0 1
C -9.220 -0.659 0.592
H -10.216 -0.229 0.686
O -8.353 0.430 0.385
C -7.026 0.185 0.226
C -6.435 -1.075 0.261
C -5.069 -1.195 0.087
C -4.262 -0.081 -0.107
C -4.862 1.176 -0.157
C -6.223 1.307 0.004
H -6.700 2.273 -0.041
H -4.273 2.060 -0.356
C -2.797 -0.304 -0.291
O -2.363 -1.330 -0.782
N -2.016 0.713 0.143
H -2.464 1.478 0.619
C -0.562 0.721 0.094
C -0.044 0.605 -1.340
C 1.480 0.656 -1.334
N 1.999 -0.438 -0.532
C 3.412 -0.678 -0.696
C 4.341 0.445 -0.213
O 3.913 1.479 0.271
N 5.670 0.240 -0.372
C 6.319 -0.965 -0.832
H 5.598 -1.654 -1.267
C 7.070 -1.632 0.325
C 8.082 -0.654 0.916
C 7.374 0.633 1.335
C 6.607 1.217 0.150
H 6.034 2.095 0.451
H 7.304 1.498 -0.648
H 8.096 1.365 1.698
H 6.670 0.418 2.141
H 8.583 -1.105 1.774
H 8.843 -0.423 0.166
H 7.571 -2.531 -0.036
H 6.352 -1.925 1.094
H 7.039 -0.685 -1.613
H 3.596 -0.850 -1.762
H 3.655 -1.594 -0.147
C 1.568 -0.334 0.850
C 0.046 -0.416 0.916
H -0.285 -0.352 1.955
H -0.289 -1.364 0.495
H 2.003 -1.169 1.407
H 1.906 0.606 1.314
H 1.854 0.536 -2.355
H 1.816 1.634 -0.956
H -0.441 1.416 -1.953
H -0.379 -0.346 -1.753
H -0.238 1.680 0.514
H -4.603 -2.169 0.100
H -7.025 -1.963 0.419
H -9.204 -1.352 -0.255
H -8.973 -1.201 1.511
*
```

Entry 8:
C24H39N11OSV | the ωB97M-V functional and the def2-TZVPD basis

LUMO level (spin up / spin down) in eV: -5.2382 / -5.5046
HOMO (spin up / spin down) in eV: -11.53 / -14.23
<S²>: 3.7638

The geometry in ORCA input format:
```
! RIJCOSX wB97M-V def2-TZVPD def2/J DEFGRID3
* xyz 2 4
V 0.307 -0.374 1.171
C -0.765 3.806 2.300
C -0.523 2.477 1.668
N -0.393 1.364 2.281
C -0.411 1.255 3.738
C -0.296 -0.224 4.094
N 0.769 -0.773 3.245
C 1.087 -2.203 3.357
C 2.229 -2.473 2.386
N 1.907 -1.956 1.035
C 1.603 -2.964 -0.014
C 0.210 -2.742 -0.609
N 0.021 -1.308 -0.716
C -0.194 -0.657 -1.794
C -0.328 -1.261 -3.153
C -0.350 0.804 -1.543
C -0.656 1.769 -2.488
C -0.866 3.073 -2.060
C -0.808 3.368 -0.706
C -0.500 2.349 0.183
N -0.228 1.110 -0.244
H -0.473 3.812 3.347
H -1.827 4.060 2.244
H -0.206 4.581 1.780
H -1.317 1.687 4.167
H 0.444 1.801 4.150
H -1.219 -0.747 3.850
H -0.088 -0.354 5.159
H 1.617 -0.220 3.390
H 0.194 -2.771 3.082
H 1.370 -2.491 4.373
H 2.472 -3.536 2.360
H 3.120 -1.950 2.742
H 2.680 -1.394 0.690
H 1.672 -3.972 0.396
H 2.352 -2.878 -0.802
H -0.552 -3.092 0.094
H 0.081 -3.290 -1.544
H -1.281 -1.788 -3.232
H 0.477 -1.973 -3.333
H -0.287 -0.508 -3.934
H -0.743 1.509 -3.532
H -1.100 3.850 -2.776
H -1.012 4.367 -0.349
N 2.448 2.905 2.097
N 2.927 1.553 2.219
H 3.179 3.516 1.746
H 2.231 3.231 3.032
H 3.855 1.543 2.636
H 3.022 1.186 1.276
N 5.176 0.514 -3.371
C 3.945 0.374 -3.878
N 3.798 0.368 -5.207
N 2.847 0.242 -3.140
C 3.014 0.240 -1.838
N 3.143 0.204 -0.683
H 5.986 0.602 -3.958
H 5.308 0.521 -2.373
H 4.576 0.435 -5.837
H 2.876 0.252 -5.587
C -4.462 -0.838 1.959
S -3.045 -0.176 1.088
O -1.891 -1.058 1.510
C -3.487 -0.672 -0.563
C -3.821 0.322 -1.469
C -4.189 -0.037 -2.761
C -4.208 -1.374 -3.128
C -3.854 -2.363 -2.213
C -3.488 -2.015 -0.923
H -4.510 -1.913 1.793
H -5.359 -0.348 1.582
H -4.332 -0.618 3.017
H -3.803 1.364 -1.169
H -4.469 0.727 -3.474
H -4.507 -1.653 -4.130
H -3.879 -3.404 -2.505
H -3.211 -2.772 -0.200
*
```

Entry 9:
C10H13NO5S | the ωB97M-V functional and the def2-TZVPD basis

LUMO level in eV: 0.3945
SMILES: COc1ccc(S(=O)(=O)N[C@@H](C)C(=O)O)cc1
HOMO in eV: -9.07

The geometry in ORCA input format:
```
! RIJCOSX wB97M-V def2-TZVPD def2/J DEFGRID3
* xyz 0 1
C 2.709 0.040 -3.736
H 3.671 -0.145 -4.211
O 2.609 -0.910 -2.700
C 1.488 -0.940 -1.941
C 0.411 -0.066 -2.080
C -0.685 -0.189 -1.242
C -0.708 -1.175 -0.279
C 0.353 -2.052 -0.131
C 1.446 -1.937 -0.959
H 2.290 -2.602 -0.872
H 0.296 -2.818 0.626
S -2.086 -1.271 0.851
O -3.184 -0.528 0.307
O -2.285 -2.628 1.258
N -1.586 -0.437 2.216
H -0.828 -0.911 2.686
C -1.348 0.970 2.022
C -1.531 1.744 3.332
H -2.524 1.545 3.724
H -1.420 2.810 3.154
H -0.793 1.422 4.063
C 0.059 1.221 1.502
O 0.984 0.468 1.662
O 0.175 2.389 0.870
H 1.092 2.537 0.587
H -2.080 1.310 1.285
H -1.535 0.468 -1.337
H 0.413 0.708 -2.832
H 1.911 -0.086 -4.474
H 2.689 1.063 -3.348
*
```

Entry 10:
C4H7ClN2 | the ωB97M-V functional and the def2-TZVPD basis

LUMO level (spin up / spin down) in eV: -0.1083 / 0.1546
HOMO (spin up / spin down) in eV: -8.71 / -8.17

The geometry in ORCA input format:
```
! RIJCOSX wB97M-V def2-TZVPD def2/J DEFGRID3
* xyz 0 1
C -0.329 -0.721 0.088
C -0.658 -0.351 1.483
C 0.733 1.369 -0.788
C -0.106 0.133 -1.103
N -0.296 -2.215 -0.036
N 0.901 -2.358 0.065
Cl -1.806 0.618 -1.620
H 0.245 -0.221 2.064
H -1.016 -1.364 1.865
H -1.240 0.473 1.617
H 1.835 1.076 -0.826
H 0.807 1.643 0.312
H 0.525 2.321 -1.274
H 0.406 -0.402 -1.847
*
```

Entry 11:
C2H5FN2 | the ωB97M-V functional and the def2-TZVPD basis

LUMO level in eV: 1.1088
SMILES: N/N=C/CF
HOMO in eV: -8.80

The geometry in ORCA input format:
```
! RIJCOSX wB97M-V def2-TZVPD def2/J DEFGRID3
* xyz 0 1
C 0.209 -0.462 -0.446
C 0.126 -1.272 0.748
H 0.570 1.151 -2.350
H 0.203 2.482 -1.430
H 0.563 -0.983 -1.332
H 1.126 -1.614 0.975
H -0.512 -2.145 0.581
N 0.003 1.517 -1.570
N -0.126 0.780 -0.454
F -0.343 -0.507 1.768
*
```

Entry 12:
C4H10InO2 | the ωB97M-V functional and the def2-TZVPD basis

LUMO level in eV: -9.3204
HOMO in eV: -11.84

The geometry in ORCA input format:
```
! RIJCOSX wB97M-V def2-TZVPD def2/J DEFGRID3
* xyz 1 1
In -2.618 -22.487 22.794
C -4.339 -26.932 21.940
C -2.826 -26.717 22.144
O -2.501 -25.348 21.913
H -4.540 -26.774 20.880
H -4.908 -26.318 22.638
H -4.710 -27.941 22.119
H -2.175 -27.366 21.559
H -2.581 -26.993 23.170
C -6.883 -19.570 23.524
C -5.557 -19.316 22.829
O -4.421 -20.110 23.077
H -6.802 -19.414 24.600
H -7.209 -20.601 23.385
H -7.750 -19.080 23.081
H -5.416 -18.238 22.904
H -5.766 -19.434 21.766
*
```

The records above give, respectively, electronic energy values of -35702.531 -10715.305 -8992.524 -65382.202 -25015.954 -213030.042 -31824.468 -80472.051 -33143.648 -19760.039 -7851.082 -13563.775 eV.